[1]
Formula: C3O9Zr
Source: the Open Molecules 2025 dataset
Level of theory: ωB97M-V with the def2-TZVPD basis set

```
13
Properties=species:S:1:pos:R:3:forces:R:3:nbo_charge:R:1
Zr -0.17348 -0.02459 -0.47373 0.46 0.16 0.51 1.346
C 0.06251 -0.77244 3.59116 0.51 -1.97 0.90 0.910
O -0.72495 -1.29969 2.77267 -4.37 -2.96 -1.68 -0.707
O 0.71597 -0.00899 2.88913 4.31 4.99 -1.59 -0.694
O 0.27196 -1.10463 4.77021 -0.45 0.31 0.56 -0.776
C -2.12994 3.04823 -1.34503 -0.25 -1.18 4.24 0.519
O -2.07413 2.11069 -2.12972 -2.83 -6.23 -11.89 -0.392
O -2.50767 2.27190 -0.41212 -6.71 -0.54 7.28 -0.553
O -0.89862 3.03655 -1.20760 10.80 6.29 0.66 -0.571
C 2.16078 -2.04336 -2.35270 -2.74 5.06 1.66 0.746
O 2.49036 -0.94565 -1.81328 8.77 7.47 1.64 -0.681
O 1.13878 -1.74196 -2.91532 -7.02 0.05 -12.75 -0.608
O 1.66843 -2.52604 -1.37372 -0.49 -11.44 10.47 -0.539
```
Forces are in eV/Å.

Summary:
- Net charge: -2
- Highest occupied orbital energy: -0.249 eV
- Energy relative to the best compared isomer or geometry (same formula, charge and spin): 20.350 eV
- E: -22792.2516 eV

=====

[2]
Formula: C3OSr
Source: the Open Molecules 2025 dataset
Level of theory: ωB97M-V with the def2-TZVPD basis set

```
5
Properties=species:S:1:pos:R:3:forces:R:3:nbo_charge:R:1
C 0.08774 1.28184 -1.06998 0.65 0.93 -1.68 0.651
C 0.61211 0.40638 0.07643 -1.87 -3.85 1.21 -0.037
O 1.32723 0.98198 -0.96407 -0.83 1.22 0.01 -0.294
C -0.34688 -0.40592 0.32723 2.15 1.57 0.51 -0.279
Sr -1.68021 -2.26428 1.63039 -0.09 0.13 -0.05 1.959
```
Forces are in eV/Å.

Summary:
- Net charge: +2
- Highest occupied orbital energy: -19.434 eV
- Energy relative to the best compared isomer or geometry (same formula, charge and spin): 0.429 eV
- E: -5968.9815 eV

=====

[3]
Formula: C40H100F2KNO24S2
Source: the Open Molecules 2025 dataset
Level of theory: ωB97M-V with the def2-TZVPD basis set

```
170
Properties=species:S:1:pos:R:3:forces:R:3:lowdin_charge:R:1
K 2.15779 2.78910 -1.94542 -0.16 0.29 0.00 0.829
N 1.15497 0.66802 -0.53067 -3.25 -2.34 -1.71 -0.350
S 1.44023 0.15762 0.89939 3.74 0.38 4.40 0.442
O 1.96586 -1.17486 1.02778 -0.69 0.52 -0.46 -0.253
O 0.57265 0.62380 1.94366 0.78 0.13 -0.70 -0.267
F 2.80318 1.08277 0.97299 -0.66 -0.21 0.45 -0.230
S -0.17737 -0.33071 -0.81361 -3.26 -0.23 -3.18 0.545
O -1.14811 -0.50290 0.23393 1.30 0.44 0.06 -0.269
O -0.11727 -1.44988 -1.72651 1.79 0.80 0.95 -0.271
F -0.90843 0.71014 -1.78865 0.15 0.71 0.13 -0.218
C -4.62429 -6.51209 -2.61182 0.52 -0.68 0.43 -0.117
O -4.01956 -5.26497 -2.83947 -0.16 0.20 0.17 -0.203
C -4.89228 -4.33521 -3.46553 0.58 -0.33 0.03 -0.192
C -4.30180 -2.94783 -3.32228 -0.36 0.29 -0.56 -0.198
O -3.15025 -2.77660 -4.13591 0.12 -0.70 0.71 -0.168
C -2.64343 -1.46989 -4.11142 0.29 0.60 -0.44 -0.120
H -3.80950 -7.23660 -2.55061 -0.08 -0.10 -0.36 0.091
H -5.34475 -6.79574 -3.38274 0.13 0.02 -0.18 0.086
H -5.11469 -6.62458 -1.63588 -0.23 0.61 0.00 0.084
H -5.86444 -4.40195 -2.96530 -0.12 0.36 -0.15 0.128
H -4.98177 -4.64036 -4.51495 -0.24 0.28 -0.05 0.131
H -4.12531 -2.78316 -2.25503 0.40 0.12 0.03 0.122
H -5.00390 -2.18078 -3.66479 -0.50 -0.16 0.21 0.126
H -1.55172 -1.47331 -4.10085 0.01 -0.29 0.07 0.074
H -2.95540 -0.86396 -3.25557 -0.17 -0.25 0.14 0.077
H -2.94553 -0.94383 -5.02572 -0.14 0.09 0.04 0.089
C 0.24540 5.92272 0.20370 -0.54 0.80 -1.62 -0.091
O 1.50039 5.28972 0.09395 -0.06 -0.74 0.62 -0.208
C 2.60967 6.14558 0.17938 0.85 -0.01 -0.41 -0.201
C 3.87140 5.32919 0.41021 -0.26 -0.39 -0.11 -0.185
O 4.06008 4.38653 -0.64870 0.28 0.68 0.20 -0.276
C 5.25063 3.63420 -0.43111 -0.94 -0.94 0.05 -0.087
H 0.03459 6.43910 -0.75065 0.33 0.54 0.18 0.081
H 0.19055 6.64467 1.01660 -0.04 -0.22 0.22 0.105
H -0.60342 5.23928 0.19064 0.49 -0.54 0.86 0.083
H 2.58785 6.88710 0.98488 -0.53 -0.11 0.18 0.135
H 2.71128 6.70480 -0.75829 0.02 0.08 -0.07 0.120
H 3.82192 4.79857 1.36762 -0.24 -0.12 -0.01 0.128
H 4.75711 5.96766 0.48056 -0.11 0.28 -0.17 0.130
H 5.02530 2.89261 0.34585 0.32 0.05 0.09 0.094
H 6.11562 4.22405 -0.12582 -0.06 0.19 -0.26 0.095
H 5.41225 3.08057 -1.35701 0.42 0.15 0.04 0.092
C 6.27277 -1.45144 8.25760 0.41 1.43 0.58 -0.115
O 5.57121 -0.77797 7.21769 -0.23 -0.10 1.04 -0.158
C 4.22969 -0.61538 7.63983 -1.18 -1.04 -0.93 -0.237
C 3.41771 0.23246 6.68580 0.69 0.46 -0.12 -0.239
O 3.25654 -0.44833 5.47670 -0.30 -0.41 -0.15 -0.189
C 2.51384 0.27701 4.48353 1.31 -0.37 1.36 -0.076
H 5.67378 -2.18757 8.79637 0.05 -0.51 -0.55 0.084
H 6.51475 -0.71084 9.03606 -0.01 0.03 0.03 0.085
H 7.24439 -1.78959 7.90722 -0.28 -0.46 -0.29 0.085
H 4.01309 -0.32065 8.67310 0.92 0.60 0.09 0.125
H 3.75665 -1.60883 7.60185 -0.02 -0.10 -0.07 0.129
H 3.93786 1.17751 6.46595 -0.03 0.12 0.30 0.128
H 2.46569 0.46684 7.18268 -0.14 -0.03 -0.17 0.126
H 1.56602 0.56339 4.94278 -0.36 -0.07 -0.61 0.090
H 2.49959 -0.41703 3.65188 -0.61 0.27 -0.21 0.074
H 3.09658 1.17207 4.23812 -0.23 0.13 -0.28 0.085
C -3.75827 -4.77293 0.78867 -1.39 -0.72 -0.67 -0.135
O -2.99841 -4.25522 1.84121 0.72 0.33 0.22 -0.178
C -1.75568 -3.63556 1.45419 -0.83 -0.49 -0.60 -0.166
C -0.73287 -4.61254 0.87565 0.23 0.62 -0.26 -0.179
O -1.20042 -5.26074 -0.29196 0.09 -0.25 0.41 -0.188
C -1.05704 -4.48013 -1.45480 0.01 -0.09 -0.29 -0.104
H -3.70034 -5.86320 0.71066 0.51 0.01 0.00 0.088
H -3.59981 -4.37521 -0.21721 0.63 0.23 0.19 0.069
H -4.83563 -4.61284 0.93569 0.11 0.39 0.61 0.080
H -1.36717 -3.09240 2.31322 0.06 -0.20 0.16 0.125
H -2.01149 -2.88863 0.69916 0.22 0.12 -0.11 0.102
H -0.38487 -5.35489 1.59358 -0.41 -0.21 0.05 0.130
H 0.15882 -4.04305 0.58619 0.08 0.26 0.23 0.103
H -1.35251 -5.12516 -2.28004 0.01 0.16 -0.09 0.093
H -0.02342 -4.13831 -1.58307 0.07 -0.11 0.02 0.070
H -1.67899 -3.57959 -1.47029 -0.13 -0.08 0.10 0.072
C 1.49344 -2.63512 -6.13696 1.52 0.44 -0.58 -0.102
O 2.41834 -3.16040 -5.19241 -0.61 0.63 -0.43 -0.161
C 2.01052 -2.84441 -3.89609 0.69 -1.71 1.68 -0.230
C 3.05232 -3.36026 -2.88334 0.86 2.09 -0.82 -0.168
O 4.28008 -2.70477 -3.24378 -0.21 0.07 0.60 -0.197
C 5.28455 -2.74955 -2.23033 0.52 -0.69 -1.19 -0.099
H 0.58679 -3.23276 -6.17226 -0.20 0.14 -0.20 0.091
H 2.05151 -2.56425 -7.07650 -0.35 -0.94 -0.23 0.087
H 1.31858 -1.55513 -6.03533 -0.51 -0.10 0.92 0.075
H 1.12412 -3.42465 -3.59066 -0.48 0.58 -0.42 0.118
H 1.89627 -1.77149 -3.73582 -0.23 0.08 -0.11 0.113
H 3.19416 -4.44225 -2.87958 -0.20 -0.07 0.03 0.135
H 2.80416 -2.94131 -1.90747 -0.51 -0.52 0.20 0.103
H 5.30979 -1.97540 -1.45874 -0.72 0.19 -0.12 0.083
H 6.18829 -2.64692 -2.83664 0.29 -0.07 0.43 0.085
H 5.27867 -3.72419 -1.73955 0.13 0.02 0.10 0.070
C -0.23552 1.57983 -4.54707 0.21 -0.32 0.29 -0.100
O 0.32400 2.84499 -4.22802 0.22 0.01 -0.26 -0.256
C -0.26194 3.89105 -4.99978 -0.15 -0.18 1.28 -0.174
C 0.15710 5.22781 -4.39843 0.16 0.03 -1.47 -0.200
O 1.56166 5.27514 -4.40297 0.24 -0.35 0.37 -0.193
C 2.13375 6.48310 -3.96305 -0.14 0.15 0.21 -0.093
H -0.26256 1.32392 -5.61091 0.06 0.52 -0.15 0.099
H -1.24531 1.51571 -4.13614 -0.01 -0.18 -0.03 0.082
H 0.41746 0.83518 -4.09103 -0.26 -0.08 0.19 0.083
H -1.34617 3.80245 -4.86111 -0.12 0.13 -0.45 0.128
H 0.02627 3.74943 -6.04155 -0.04 0.32 -0.10 0.136
H -0.29940 5.39115 -3.41569 0.23 -0.09 0.14 0.117
H -0.18040 6.01433 -5.08858 -0.42 0.03 0.22 0.135
H 3.19966 6.27722 -3.89480 0.02 0.25 0.18 0.096
H 1.71450 6.79092 -2.99706 0.20 -0.16 0.15 0.077
H 1.97130 7.33889 -4.62895 -0.08 -0.25 -0.32 0.093
C -3.48385 4.75235 2.59069 1.62 0.12 -1.07 -0.064
O -2.06173 4.73391 2.31569 0.53 0.12 1.66 -0.217
C -1.44114 3.50401 2.70765 -0.23 0.09 -1.10 -0.180
C 0.04795 3.60911 2.94006 0.26 0.18 0.83 -0.192
O 0.31762 4.54674 3.97270 0.01 0.43 -0.11 -0.165
C 1.62769 4.47707 4.46168 0.51 0.23 0.08 -0.120
H -3.66314 5.80850 2.77558 -0.67 -0.06 -0.32 0.087
H -3.82477 4.16155 3.44067 0.32 -0.17 0.02 0.087
H -3.83191 4.33426 1.64515 -1.29 0.33 0.27 0.067
H -1.55377 2.89507 1.80032 -0.04 -0.87 0.51 0.127
H -1.96109 3.09225 3.57277 0.06 -0.18 -0.04 0.125
H 0.56176 3.84735 2.00365 0.15 0.27 0.04 0.110
H 0.47625 2.67674 3.32177 -0.48 -0.44 -0.55 0.105
H 1.75174 5.25602 5.21139 -0.14 0.04 0.05 0.088
H 2.40126 4.64784 3.70236 -0.17 0.12 -0.34 0.076
H 1.91224 3.52578 4.92520 -0.44 -0.25 0.03 0.076
C -6.76313 2.66707 -2.23115 -0.84 0.69 -0.47 -0.122
O -5.71480 1.86148 -1.76262 0.66 -0.09 0.18 -0.168
C -4.45684 2.17204 -2.34751 -0.89 0.72 -1.08 -0.193
C -3.91848 3.54020 -2.01179 0.19 -0.03 1.55 -0.225
O -4.52953 4.60550 -2.69013 -0.08 -0.27 -1.08 -0.185
C -3.86488 5.82703 -2.48525 0.33 -0.33 0.65 -0.096
H -7.68718 2.09144 -2.28295 0.11 -0.24 0.20 0.087
H -6.60701 3.09266 -3.22870 0.35 -0.37 -0.11 0.086
H -6.96935 3.55885 -1.62978 0.27 -0.18 0.41 0.089
H -4.60986 2.17440 -3.43428 0.24 -0.29 -0.18 0.128
H -3.70780 1.42808 -2.08996 -0.23 -0.20 0.30 0.114
H -2.82959 3.52189 -2.14426 0.10 0.17 -0.32 0.119
H -4.08007 3.67724 -0.93049 0.14 0.07 0.10 0.125
H -3.97854 6.08218 -1.42390 0.08 0.46 -0.12 0.094
H -4.25549 6.59791 -3.14389 -0.31 -0.10 0.09 0.091
H -2.78840 5.73546 -2.68944 0.00 -0.07 -0.02 0.069
C -5.44898 -2.69293 4.22737 -0.35 -0.28 -1.48 -0.109
O -5.17873 -1.33847 3.93391 0.37 -0.24 1.08 -0.182
C -4.06298 -1.18368 3.06381 -1.81 1.21 -0.55 -0.194
C -3.56597 0.26660 3.16787 0.31 -0.73 -1.06 -0.182
O -4.45048 1.34164 2.95262 -0.64 0.41 0.81 -0.179
C -4.87706 1.57120 1.65056 -0.19 -0.45 -1.20 -0.134
H -4.76018 -3.11033 4.96127 -0.06 -0.07 0.07 0.091
H -5.39622 -3.24815 3.27793 0.53 -0.29 0.19 0.075
H -6.49972 -2.85653 4.47209 0.09 0.54 0.69 0.084
H -4.51296 -1.38436 2.08222 0.61 0.04 -0.38 0.127
H -3.22022 -1.86630 3.18452 -0.09 -0.09 0.49 0.113
H -2.82020 0.31112 2.36151 0.61 0.17 0.44 0.111
H -3.16978 0.41151 4.16964 0.28 0.11 -0.07 0.131
H -5.43464 2.49999 1.51559 0.04 0.11 0.77 0.081
H -5.55795 0.79376 1.28412 0.17 -0.15 -0.01 0.092
H -4.04430 1.66310 0.93678 0.19 -0.28 0.10 0.081
C 6.68352 -7.07591 -0.28982 0.22 -0.16 -0.84 -0.113
O 6.08000 -5.81991 -0.05594 -0.36 -0.69 -0.17 -0.173
C 5.43649 -5.77740 1.19979 0.77 0.97 0.52 -0.233
C 5.19302 -4.32068 1.53706 -0.33 0.04 0.16 -0.191
O 4.32474 -3.61582 0.66250 0.33 -0.71 0.21 -0.163
C 3.05244 -4.17281 0.68094 -1.94 -0.47 -0.74 -0.163
H 6.01200 -7.90179 -0.05079 0.08 -0.06 0.39 0.088
H 7.66720 -7.16623 0.17870 -0.21 -0.05 0.62 0.087
H 6.91946 -7.21022 -1.34867 -0.31 0.46 -0.13 0.085
H 6.14884 -6.09511 1.97322 -0.10 -0.29 0.07 0.127
H 4.51875 -6.35812 1.32853 0.08 -0.31 -0.60 0.121
H 6.16319 -3.82579 1.53463 -0.15 0.26 -0.05 0.131
H 4.75157 -4.28795 2.54218 0.21 0.06 0.13 0.129
H 2.89389 -5.20048 0.31205 1.04 -0.16 -0.01 0.096
H 2.41209 -3.64487 -0.02511 0.16 0.57 0.29 0.051
H 2.52553 -4.19507 1.64344 0.43 0.51 0.30 0.096
```
Forces are in eV/Å.

Summary:
- Net charge: 0
- Highest occupied orbital energy: -8.614 eV
- Energy relative to the best compared isomer or geometry (same formula, charge and spin): 2.167 eV
- E: -137148.3998 eV